1.
Computed, not measured: a structure of composition C18H21AuBN8O2S3, with the ωB97M-V functional and the def2-TZVPD basis.

Its net charge is +1. The LUMO energy is -0.1693 hartree. For the HOMO energy, the calculation gives -10.535 eV.

Geometry (Å):
Au  0.048  -0.156  0.182
N  -3.955  7.053  2.812
C  -3.547  5.816  2.401
C  -3.068  5.623  1.095
C  -2.696  4.369  0.669
C  -2.793  3.284  1.536
C  -3.259  3.459  2.834
C  -3.637  4.712  3.262
S  -2.328  1.704  0.990
O  -2.796  1.495  -0.353
O  -2.664  0.732  2.001
N  -0.661  1.733  0.848
C  -0.001  1.616  2.074
N  -0.020  2.508  3.043
C  0.722  2.222  4.108
C  1.501  1.071  4.220
C  1.455  0.181  3.170
N  0.685  0.454  2.117
H  -3.719  7.858  2.262
H  -4.127  7.216  3.787
H  -3.001  6.467  0.420
H  -2.332  4.224  -0.340
H  -3.334  2.607  3.495
H  -4.015  4.849  4.267
H  0.702  2.951  4.911
H  2.114  0.884  5.088
H  2.017  -0.744  3.150
C  -2.222  2.010  -3.336
N  -2.655  0.651  -3.041
C  -3.906  0.151  -3.267
C  -3.899  -1.136  -2.835
N  -2.644  -1.425  -2.366
B  -2.164  -2.864  -1.961
N  -2.141  -2.967  -0.388
C  -3.240  -3.257  0.371
C  -2.863  -3.293  1.675
N  -1.523  -3.022  1.704
C  -0.697  -3.010  2.902
C  -1.095  -2.825  0.434
S  0.544  -2.423  -0.004
C  -1.906  -0.314  -2.477
S  -0.224  -0.134  -2.120
H  -2.981  2.476  -3.958
H  -1.278  1.992  -3.871
H  -2.107  2.560  -2.406
H  -4.681  0.740  -3.725
H  -4.675  -1.880  -2.857
H  -1.066  -3.058  -2.384
H  -3.003  -3.632  -2.345
H  -4.202  -3.430  -0.076
H  -3.426  -3.494  2.570
H  -1.352  -2.939  3.766
H  -0.040  -2.148  2.878
H  -0.104  -3.919  2.964


2.
Computed, not measured: a structure of composition C18H21BrCsN7O3S6, with the ωB97M-V functional and the def2-TZVPD basis.

Its net charge is -2. The LUMO energy is 0.1217 hartree. For the HOMO energy, the calculation gives -2.648 eV.

Geometry (Å):
Cs  0.676  -0.822  1.645
C  0.812  4.143  3.110
C  0.936  2.668  3.453
C  1.676  2.467  4.772
O  1.658  1.998  2.401
C  -0.461  1.984  3.580
O  -1.455  2.733  3.599
O  -0.449  0.733  3.709
H  1.801  4.614  3.107
H  0.174  4.647  3.833
H  0.362  4.253  2.123
H  2.676  2.910  4.719
H  1.761  1.402  4.982
H  1.134  2.944  5.591
H  2.528  2.405  2.341
C  3.138  -2.517  -1.377
S  3.939  -0.925  -1.023
C  4.740  -0.625  -2.546
C  4.134  -0.304  -3.729
S  2.496  -0.118  -4.120
S  5.319  -0.095  -5.037
C  6.783  -0.425  -4.189
S  8.286  -0.409  -4.887
S  6.488  -0.798  -2.546
H  2.578  -2.818  -0.491
H  3.894  -3.269  -1.594
H  2.466  -2.390  -2.225
N  2.765  -5.707  5.107
C  2.346  -5.692  4.022
N  1.875  -5.801  2.799
C  1.563  -4.741  2.111
N  1.244  -3.867  1.405
N  -1.423  -1.438  -3.194
N  -2.604  -1.691  -2.423
H  -0.630  -1.222  -2.597
H  -1.596  -0.614  -3.755
H  -2.591  -1.208  -1.530
H  -2.618  -2.681  -2.215
S  0.003  2.943  -2.280
C  -1.191  3.056  -1.055
C  -1.150  1.954  -0.271
N  -0.221  1.007  -0.638
C  0.459  1.397  -1.674
H  -1.832  3.915  -0.951
H  -1.755  1.794  0.610
H  1.262  0.839  -2.149
Br  -5.440  2.940  0.145
C  -4.538  1.423  0.854
C  -3.923  1.495  2.088
C  -3.263  0.363  2.539
C  -3.250  -0.764  1.731
N  -3.828  -0.819  0.530
C  -4.464  0.265  0.096
H  -3.893  2.407  2.669
H  -2.700  0.394  3.462
H  -2.743  -1.665  2.061
H  -4.911  0.211  -0.890


3.
Computed, not measured: the molecule C18H21ClN2O2S2, with the ωB97M-V functional and the def2-TZVPD basis.

For the energy above the lowest of the compared OMol25 structures with the same formula, charge and spin, the calculation gives 0.0000 eV. The LUMO energy is 0.0241 hartree. For the HOMO energy, the calculation gives -8.386 eV.

Geometry (Å):
C  -1.720  3.374  0.597
S  -2.504  2.389  1.905
C  -3.201  1.016  0.916
C  -2.457  -0.299  1.108
C  -0.967  -0.186  0.774
N  -0.299  -1.445  1.031
C  0.787  -1.565  1.821
O  1.275  -0.633  2.431
C  1.334  -2.956  1.917
C  1.579  -3.480  3.182
C  2.104  -4.750  3.334
C  2.411  -5.506  2.215
C  2.202  -4.991  0.948
C  1.665  -3.722  0.803
Cl  1.460  -3.090  -0.802
C  -0.787  0.159  -0.714
O  -1.667  -0.099  -1.519
N  0.378  0.717  -1.098
C  1.504  1.086  -0.274
C  0.488  1.107  -2.503
C  -0.102  2.461  -2.717
C  -1.388  2.763  -3.042
C  -1.637  4.154  -3.085
C  -0.538  4.890  -2.785
S  0.826  3.903  -2.443
H  -2.482  3.761  -0.074
H  -1.009  2.764  0.050
H  -1.208  4.195  1.088
H  -4.237  0.903  1.233
H  -3.179  1.325  -0.127
H  -2.553  -0.627  2.145
H  -2.915  -1.044  0.454
H  -0.514  0.563  1.428
H  -0.651  -2.247  0.532
H  1.348  -2.869  4.041
H  2.279  -5.146  4.322
H  2.825  -6.497  2.324
H  2.457  -5.566  0.071
H  1.386  0.773  0.758
H  2.406  0.610  -0.668
H  1.649  2.170  -0.301
H  1.541  1.085  -2.787
H  -0.073  0.377  -3.094
H  -2.129  2.009  -3.238
H  -2.591  4.583  -3.332
H  -0.436  5.956  -2.742


4.
Computed, not measured: the molecule C18H21F4N3O4 at a distorted geometry, with the ωB97M-V functional and the def2-TZVPD basis.

For the energy above the lowest of the compared OMol25 structures with the same formula, charge and spin, the calculation gives 0.0000 eV. The LUMO energy is 0.0144 hartree. For the HOMO energy, the calculation gives -9.179 eV.

Geometry (Å):
O  4.219  0.317  3.619
C  3.159  0.059  3.109
N  2.891  -1.271  3.106
C  1.728  -1.906  2.716
C  1.789  -3.097  1.989
C  0.628  -3.734  1.527
C  -0.605  -3.232  1.890
O  -1.750  -3.788  1.379
C  -2.100  -3.335  0.053
F  -3.315  -3.806  -0.306
F  -1.141  -3.782  -0.806
F  -2.204  -1.983  0.019
C  -0.689  -2.109  2.755
F  -1.910  -1.698  3.207
C  0.479  -1.438  3.150
N  2.349  1.000  2.588
C  2.863  2.276  2.083
C  3.585  2.081  0.744
C  2.604  1.494  -0.297
N  1.403  2.326  -0.393
C  0.723  2.441  -1.610
O  1.316  2.110  -2.659
C  -0.736  2.936  -1.727
C  -1.742  1.944  -1.144
C  -2.910  1.933  -2.082
O  -2.666  2.965  -3.062
C  -1.228  3.090  -3.176
C  0.707  2.686  0.852
C  1.717  3.252  1.868
H  3.716  -1.853  3.375
H  2.767  -3.530  1.645
H  0.692  -4.634  0.925
H  0.332  -0.564  3.785
H  1.489  0.657  2.194
H  3.613  2.719  2.794
H  3.989  3.014  0.356
H  4.494  1.422  0.877
H  3.103  1.441  -1.227
H  2.316  0.469  -0.085
H  -0.836  3.923  -1.224
H  -2.070  2.371  -0.164
H  -1.303  0.971  -0.967
H  -3.850  2.126  -1.578
H  -2.963  0.958  -2.550
H  -0.925  4.020  -3.631
H  -0.801  2.266  -3.762
H  0.220  1.823  1.305
H  -0.062  3.460  0.656
H  1.237  3.457  2.808
H  2.133  4.213  1.537


5.
Computed, not measured: a structure of composition C18H21MoN2O4S at a distorted geometry, with the ωB97M-V functional and the def2-TZVPD basis.

Its net charge is +3. For the energy above the lowest of the compared OMol25 structures with the same formula, charge and spin, the calculation gives 0.6504 eV. The LUMO energy is -0.4831 hartree. For the HOMO energy, the calculation gives -18.733 eV.

Geometry (Å):
Mo  -0.325  0.245  -0.174
C  1.844  -0.635  -1.416
N  1.796  0.075  -0.110
C  2.703  1.261  -0.062
C  2.055  -0.850  1.049
C  1.223  -0.330  2.175
C  1.567  -0.429  3.500
C  0.707  0.096  4.470
C  -0.497  0.722  4.126
C  -0.873  0.822  2.808
C  -0.015  0.286  1.823
H  2.750  -1.244  -1.476
H  1.845  0.074  -2.242
H  1.005  -1.360  -1.513
H  3.730  0.908  -0.150
H  2.561  1.770  0.889
H  2.468  1.934  -0.880
H  3.122  -0.873  1.270
H  1.755  -1.867  0.782
H  2.500  -0.895  3.793
H  0.989  0.026  5.514
H  -1.136  1.130  4.898
H  -1.813  1.289  2.556
C  -7.172  -0.975  -3.956
C  -6.089  -0.843  -2.942
C  -6.344  -1.110  -1.587
C  -5.360  -0.998  -0.637
C  -4.076  -0.612  -1.086
C  -3.775  -0.338  -2.443
C  -4.789  -0.460  -3.348
S  -2.934  -0.445  0.090
O  -3.334  -0.706  1.418
O  -1.565  -1.184  -0.274
N  -2.049  1.008  -0.041
C  -2.311  2.436  -0.091
C  -0.971  3.057  -0.511
O  -0.716  4.177  -0.667
O  -0.007  1.993  -0.624
H  -8.160  -0.959  -3.503
H  -7.058  -1.934  -4.475
H  -7.102  -0.196  -4.714
H  -7.337  -1.412  -1.281
H  -5.557  -1.204  0.407
H  -2.781  -0.058  -2.769
H  -4.599  -0.262  -4.395
H  -2.575  2.841  0.888
H  -3.104  2.690  -0.795


6.
Computed, not measured: the molecule C18H21N3O4S at a distorted geometry, with the ωB97M-V functional and the def2-TZVPD basis.

For the energy above the lowest of the compared OMol25 structures with the same formula, charge and spin, the calculation gives 5.0497 eV. The LUMO energy is -0.0325 hartree. For the HOMO energy, the calculation gives -8.465 eV.

Geometry (Å):
O  7.943  -0.417  -0.792
N  7.239  0.070  0.067
O  7.625  0.831  0.927
C  5.842  -0.283  0.065
C  4.997  0.259  1.027
C  3.661  -0.084  1.023
C  3.155  -0.960  0.061
C  1.730  -1.320  0.061
C  1.078  -1.608  1.260
C  -0.264  -1.945  1.261
C  -0.954  -1.980  0.066
S  -2.699  -2.364  0.047
O  -3.111  -2.739  1.370
O  -2.951  -3.258  -1.045
N  -3.380  -0.893  -0.393
C  -3.916  -0.081  0.688
C  -2.811  0.715  1.411
N  -2.269  1.894  0.778
C  -3.212  2.956  0.468
C  -3.543  2.872  -1.040
C  -2.469  1.941  -1.619
C  -1.505  1.708  -0.442
C  -0.327  -1.706  -1.134
C  1.017  -1.380  -1.137
C  4.019  -1.490  -0.900
C  5.358  -1.158  -0.900
H  5.403  0.939  1.761
H  2.995  0.345  1.756
H  1.630  -1.592  2.187
H  -0.789  -2.188  2.172
H  -4.049  -1.077  -1.126
H  -4.662  0.600  0.278
H  -4.398  -0.731  1.428
H  -3.221  1.039  2.373
H  -1.979  0.038  1.615
H  -2.714  3.908  0.681
H  -4.097  2.888  1.101
H  -4.543  2.470  -1.204
H  -3.506  3.861  -1.495
H  -2.901  0.992  -1.932
H  -1.956  2.384  -2.471
H  -0.719  2.472  -0.452
H  -1.038  0.726  -0.466
H  -0.899  -1.758  -2.046
H  1.513  -1.145  -2.067
H  3.638  -2.182  -1.634
H  6.039  -1.565  -1.631


| no. | E (eV) | Kohn-Sham gap (eV) |
| --- | --- | --- |
| 1 | -71893.26048 | 5.9 |
| 2 | -171185.20825 | 6.0 |
| 3 | -60276.04961 | 9.0 |
| 4 | -42537.48221 | 9.6 |
| 5 | -42835.65614 | 5.6 |
| 6 | -42499.19603 | 7.6 |